# 1
77
Properties=species:S:1:pos:R:3:forces:R:3 method="wB97M-V/def2-TZVPD" multiplicity=2 charge=-1 gap_ev="5.0 / 5.4"
Ce -0.393570 0.549672 3.531644 0.5 2.1 -3.4
Cl -2.685661 1.015605 2.711031 -2.5 0.4 -1.0
P -0.161609 0.494679 -0.539127 0.3 -0.2 0.2
C -0.142465 2.298506 4.724871 0.5 -1.1 2.1
H 0.871141 1.970773 5.161280 -0.4 0.6 -0.3
H -0.821564 2.054974 5.604000 0.1 0.7 -0.3
C 1.258632 -0.453536 -1.349121 -0.4 0.2 0.2
C -0.023572 2.256740 -1.187507 -0.2 -0.4 0.2
C 2.612461 0.182821 -0.993061 -0.1 0.0 0.3
H 1.193954 -1.417270 -0.806210 0.1 0.2 -0.2
C 3.763698 -0.764859 -1.328428 -0.2 0.1 0.0
H 2.743850 1.122546 -1.552849 0.0 -0.3 0.1
H 2.653639 0.450725 0.069714 0.0 0.0 -0.3
C 3.735345 -1.185321 -2.799211 0.0 0.0 0.0
H 4.710594 -0.271084 -1.083371 0.0 -0.1 0.0
H 3.682494 -1.650369 -0.684437 0.0 0.0 -0.1
C 2.356810 -1.684810 -3.248314 -0.1 0.0 0.0
H 4.028795 -0.327360 -3.418401 -0.1 0.0 0.0
H 4.480797 -1.969516 -2.969994 0.0 0.1 -0.1
C 1.206866 -0.746023 -2.846287 0.2 -0.1 -0.2
H 2.343783 -1.820915 -4.336765 0.1 -0.1 0.1
H 2.169133 -2.669411 -2.797483 0.0 0.1 0.0
H 1.298530 0.192509 -3.409845 0.0 -0.3 0.1
H 0.248512 -1.197661 -3.131920 0.3 0.1 0.0
C -1.739092 -0.227267 -1.277683 0.2 0.5 0.0
C 0.511353 2.466637 -2.604124 -0.1 0.2 -0.1
H -1.073570 2.608086 -1.158067 0.2 0.0 0.0
C 0.402731 3.945122 -2.996276 0.0 0.0 0.1
H 1.566601 2.162384 -2.645189 -0.3 0.1 0.0
H -0.037587 1.855234 -3.334034 0.2 0.2 0.2
C 1.125468 4.866637 -2.005988 0.1 -0.1 0.0
H 0.810549 4.083532 -4.004960 -0.1 0.1 0.1
H -0.660422 4.218616 -3.036032 0.1 0.0 0.0
C 0.737413 4.594743 -0.549651 -0.1 -0.2 0.0
H 2.209801 4.733537 -2.117607 -0.1 0.0 0.0
H 0.908051 5.911522 -2.254653 0.1 -0.1 0.0
C 0.786407 3.105445 -0.182257 0.0 0.0 0.0
H 1.394309 5.152320 0.126952 -0.1 0.0 -0.1
H -0.284767 4.955592 -0.375518 0.1 0.0 0.0
H 1.833429 2.761024 -0.152283 -0.3 0.0 0.0
H 0.395422 2.961033 0.835435 0.1 0.0 -0.3
C -1.740886 -1.769162 -1.210921 0.0 0.2 -0.1
H -2.475223 0.144867 -0.535253 0.1 -0.2 -0.3
C -3.100881 -2.350469 -1.615751 0.0 0.2 0.1
H -0.964291 -2.171841 -1.877985 -0.2 0.1 0.1
H -1.484450 -2.099103 -0.194622 0.0 0.1 -0.1
C -3.597214 -1.823006 -2.967731 0.2 0.0 0.0
H -3.033386 -3.443709 -1.645345 -0.1 0.1 0.0
H -3.834656 -2.094926 -0.839882 0.1 0.0 -0.1
C -3.516924 -0.295386 -3.081750 0.0 0.1 0.1
H -3.005284 -2.278770 -3.773276 0.0 0.1 0.1
H -4.634185 -2.143031 -3.124627 0.1 0.0 0.0
C -2.158152 0.282308 -2.661607 -0.1 -0.3 -0.1
H -3.735757 0.012684 -4.110730 -0.1 0.0 0.1
H -4.290717 0.150573 -2.442636 0.0 -0.1 0.0
H -1.398605 -0.000208 -3.407206 -0.2 0.1 0.1
H -2.215807 1.379753 -2.663875 0.0 -0.2 0.0
C 0.466118 -2.219332 4.009531 1.6 0.2 -1.4
C -0.256621 -1.403531 4.735474 -0.4 1.7 3.7
H 1.380883 -1.812271 3.541427 0.0 -0.6 0.7
C -1.737446 -1.521655 4.985779 0.6 -0.4 -0.1
H 0.188994 -0.449366 5.246190 0.2 -2.0 0.6
C -2.058714 -2.999085 5.102873 0.1 0.0 0.5
H -2.053143 -0.893767 5.826029 0.0 -0.4 0.0
H -2.226242 -1.106650 4.101497 -0.5 0.0 -0.2
C -1.453477 -3.816730 3.944233 -0.9 -0.1 -0.1
H -1.622472 -3.308344 6.064231 -0.2 -0.3 -0.2
H -3.141303 -3.145949 5.162136 0.1 -0.2 -0.1
C 0.004412 -3.546294 3.600039 -0.2 -0.7 -0.4
H -1.581840 -4.877203 4.189328 0.0 0.1 -0.2
H -2.046096 -3.619073 3.037679 0.0 0.0 0.3
H 0.621341 -4.330965 4.026655 0.4 -0.1 0.4
H 0.164942 -3.671460 2.533641 -0.1 0.0 -0.3
O 3.596326 1.477413 1.845398 -0.6 -0.2 0.7
C 2.690166 1.172514 2.609376 -1.8 -0.2 -0.5
O 1.421199 0.907528 2.285049 3.2 0.4 -0.2
H 2.812676 1.078034 3.718331 0.6 0.2 -0.3

---

# 2
10
Properties=species:S:1:pos:R:3:forces:R:3 method="wB97M-V/def2-TZVPD" de_lowest_kcal_mol=66.80 smiles="C#C.C=C" gap_ev=10.7
C 1.533146 -0.532862 0.188411 1.8 0.7 1.1
C 1.415462 0.505583 -0.427150 1.3 -2.9 0.8
H 1.824214 -1.155156 1.073367 -0.7 0.5 -1.7
H 1.361591 1.268670 -1.111856 -0.3 1.3 -1.0
C -1.555699 -0.388179 -0.367864 -0.7 -0.5 -0.6
C -1.050314 0.404702 0.551921 0.0 -0.7 0.8
H -2.497803 -0.183933 -0.875201 0.2 0.2 0.1
H -1.097143 -1.322969 -0.684430 0.2 0.2 0.2
H -1.516111 1.303302 0.859577 -0.6 0.8 0.2
H -0.130314 0.154616 1.066631 -1.0 0.3 0.1